(1)
C20H35N3O4 | ωB97M-V/def2-TZVPD

Computed properties:
structure (SMILES) = CCOC(=O)N1CCC(NC(=O)[C@@H](NC(=O)C2CCCCC2)C(C)C)CC1
orbital gap = 9.73 eV
2S+1 = 1
relative energy (zero: lowest compared OMol25 entry of this formula, charge and spin) = 22.61 kJ/mol
E_HOMO = -0.331 hartree

Cartesian coordinates (Å):
O  0.798  -2.969  1.358
O  -0.228  -2.744  -0.646
O  3.150  1.877  1.025
O  -0.314  0.770  -1.724
N  -0.149  1.641  0.335
N  2.360  0.638  -0.693
N  2.009  -2.509  -0.481
C  3.515  -0.234  -0.807
C  3.735  -1.072  0.472
C  -2.617  -0.712  -1.157
C  -4.503  0.931  0.373
C  3.340  -1.141  -2.024
C  -0.825  -4.755  1.730
C  1.004  2.471  0.030
C  -4.994  -0.124  -0.613
C  -2.119  0.338  -0.166
C  2.297  1.644  0.192
C  -0.320  4.477  0.805
C  3.224  -2.504  0.296
C  2.137  4.674  0.395
C  -3.976  -1.254  -0.731
C  2.135  -2.073  -1.860
C  -3.144  1.476  -0.057
C  1.021  3.749  0.878
C  -0.785  0.911  -0.607
C  -0.462  -3.292  1.939
C  0.782  -2.738  0.021
H  -0.262  5.415  1.352
H  -5.958  -0.518  -0.284
H  4.254  -1.723  -2.151
H  -4.319  -1.991  -1.457
H  -1.891  -1.522  -1.220
H  -0.571  4.700  -0.231
H  -2.806  2.230  0.659
H  -2.691  -0.254  -2.145
H  -5.223  1.751  0.436
H  -1.758  -4.977  2.241
H  0.918  2.736  -1.033
H  -0.948  -4.954  0.669
H  2.246  -2.945  -2.517
H  1.201  -1.573  -2.133
H  3.966  -3.111  -0.235
H  -0.041  -5.398  2.124
H  3.201  -0.537  -2.921
H  -5.137  0.337  -1.593
H  -0.493  1.661  1.281
H  1.231  3.466  1.915
H  -0.347  -3.061  3.000
H  -3.238  1.960  -1.032
H  4.795  -1.096  0.723
H  2.155  5.580  0.995
H  -3.881  -1.758  0.234
H  3.214  -0.587  1.296
H  3.029  -2.965  1.263
H  -1.991  -0.121  0.822
H  -4.416  0.485  1.367
H  1.976  4.952  -0.645
H  1.581  0.510  -1.332
H  3.100  4.182  0.485
H  -1.232  -2.651  1.497
H  -1.128  3.889  1.232
H  4.392  0.412  -0.949

Results of the Löwdin charge analysis, in e, for atoms 1 through 5: -0.008, 0.078, 0.071, 0.058, 0.126


(2)
C8H12Cl2Si | ωB97M-V/def2-TZVPD

Computed properties:
structure (SMILES) = CC1=CC(C)([SiH](Cl)Cl)C=C1C
orbital gap = 8.64 eV
2S+1 = 1
relative energy (zero: lowest compared OMol25 entry of this formula, charge and spin) = 176.57 kJ/mol
E_HOMO = -0.305 hartree

Cartesian coordinates (Å):
Cl  -3.246  -1.729  0.294
Cl  -3.945  1.309  0.532
Si  -2.921  0.012  -0.708
C  1.212  -1.364  1.970
C  0.521  0.368  -1.231
C  -0.538  0.067  0.814
C  0.590  -0.572  0.834
C  -0.808  0.702  -0.574
C  2.625  -0.929  -0.809
C  1.276  -0.414  -0.441
C  -1.004  2.222  -0.521
H  0.436  -1.878  2.560
H  -1.272  0.073  1.661
H  0.840  0.979  -2.074
H  -1.021  2.714  -1.505
H  2.511  -1.995  -0.888
H  2.819  -0.511  -1.883
H  -0.008  2.688  -0.219
H  3.393  -0.761  -0.003
H  -3.254  -0.539  -2.030
H  1.773  -0.794  2.705
H  1.813  -2.080  1.432
H  -1.791  2.431  0.084

Results of the Löwdin charge analysis, in e, for atoms 1 through 5: 0.254, 0.311, -0.025, -0.023, -0.048


(3)
C43H41BrFeN7O2Se | ωB97M-V/def2-TZVPD

Computed properties:
net charge = +1
orbital gap (alpha / beta) = 6.48 / 5.41 eV
2S+1 = 5
relative energy (zero: lowest compared OMol25 entry of this formula, charge and spin) = 655.43 kJ/mol
E_HOMO (alpha / beta) = -0.354 / -0.354 hartree
⟨S²⟩ = 6.08

Cartesian coordinates (Å):
Br  3.589  -7.599  1.940
Se  -2.564  0.521  -1.010
Fe  0.213  0.401  -0.235
O  -0.467  -1.985  6.081
O  -1.453  0.035  6.354
N  0.043  0.165  1.643
N  0.671  0.284  -2.130
N  1.716  -2.235  -0.857
N  0.127  2.546  0.689
N  -3.684  2.950  -2.007
N  1.624  -1.170  0.058
N  -4.717  1.168  -2.772
C  2.307  -3.330  -0.131
C  -0.549  -0.509  4.246
C  -0.076  4.924  0.818
C  0.229  1.370  -4.234
C  3.474  -4.799  2.166
C  -0.435  2.445  1.912
C  -2.895  3.777  -1.134
C  1.024  -0.877  -2.795
C  -0.456  1.093  2.475
C  -6.473  2.386  -4.133
C  2.675  -5.775  -0.019
C  0.420  -1.063  2.132
C  -3.079  1.339  -5.438
C  3.712  -2.950  0.462
C  -3.571  3.953  0.229
C  -0.666  4.822  2.071
C  1.740  -3.195  1.316
C  -0.841  0.772  3.771
C  1.517  -2.029  -2.175
C  -5.382  5.046  1.581
C  -3.701  1.596  -1.990
C  -4.899  4.706  0.176
C  2.964  -0.631  0.250
C  0.287  3.759  0.168
C  2.265  -4.696  -0.697
C  3.968  -1.487  0.401
C  -4.698  3.402  -2.824
C  0.316  1.343  -2.863
C  -6.150  4.788  -4.073
C  -0.853  3.569  2.622
C  -6.846  3.662  -4.510
C  0.109  -1.418  3.476
C  3.211  -5.814  1.327
C  -5.072  4.680  -3.215
C  -4.672  -0.492  -4.594
C  0.500  0.178  -4.929
C  -5.369  2.264  -3.299
C  3.189  -3.376  1.863
C  1.203  -1.815  1.287
C  -3.243  -0.118  -5.005
C  -5.001  -0.197  -3.128
C  0.890  -0.919  -4.218
C  -0.877  -0.880  5.808
H  -6.466  5.764  -4.402
H  2.610  -6.740  -0.504
H  1.885  -4.821  -1.698
H  1.098  -1.852  -4.715
H  -1.927  3.286  -0.998
H  -1.332  1.473  4.422
H  3.905  -5.022  3.131
H  4.983  -1.149  0.529
H  -2.197  1.443  -6.061
H  -4.547  5.555  -2.872
H  -5.373  0.033  -5.244
H  0.429  -2.365  3.875
H  -4.403  -0.832  -2.472
H  -2.882  4.503  0.870
H  -0.048  2.274  -4.752
H  -5.502  4.143  2.175
H  -4.772  5.633  -0.388
H  -5.654  4.103  -0.334
H  -3.722  2.963  0.667
H  -4.825  -1.561  -4.743
H  1.752  -2.875  -2.800
H  -2.959  -0.753  -5.846
H  -7.695  3.797  -5.161
H  -0.968  5.706  2.610
H  0.740  3.797  -0.814
H  -2.556  -0.339  -4.183
H  -2.741  4.742  -1.624
H  3.478  -2.723  2.682
H  -7.033  1.529  -4.472
H  0.392  0.132  -6.001
H  3.049  0.447  0.232
H  -3.938  1.665  -6.020
H  -2.967  2.008  -4.590
H  -1.314  3.459  3.590
H  -6.338  5.559  1.537
H  4.554  -3.533  0.090
H  -6.058  -0.397  -2.937
H  1.034  -3.947  1.664
H  0.104  5.882  0.361
H  -4.668  5.697  2.082
H  0.071  2.219  -2.279

Results of the Löwdin charge analysis, in e, for atoms 1 through 5: 0.764, 0.768, 0.597, 0.014, 0.013


(4)
C7H8S | ωB97M-V/def2-TZVPD

Computed properties:
structure (SMILES) = C#C/C=C(/C=C)SC
orbital gap = 7.23 eV
2S+1 = 1
relative energy (zero: lowest compared OMol25 entry of this formula, charge and spin) = 765.81 kJ/mol
E_HOMO = -0.302 hartree

Cartesian coordinates (Å):
S  0.180  -1.424  0.617
C  -1.806  1.083  1.180
C  1.283  -0.421  1.658
C  -0.260  -0.462  -1.816
C  0.630  -1.195  -2.559
C  -1.468  0.811  -0.218
C  -1.423  1.706  2.488
C  -0.535  -0.238  -0.483
H  -0.480  0.324  -2.731
H  -1.681  1.602  -1.066
H  2.249  -1.242  1.803
H  0.688  -0.907  -3.750
H  1.835  0.511  1.072
H  1.376  -1.983  -2.299
H  0.827  0.048  2.551
H  -1.414  1.789  3.555

Results of the Löwdin charge analysis, in e, for atoms 1 through 5: 0.850, -0.066, -0.442, -0.300, -0.027


(5)
C3H5IN3 | ωB97M-V/def2-TZVPD

Computed properties:
net charge = +1
orbital gap (alpha / beta) = 7.43 / 7.43 eV
2S+1 = 1
relative energy (zero: lowest compared OMol25 entry of this formula, charge and spin) = 259.38 kJ/mol
E_HOMO (alpha / beta) = -0.438 / -0.438 hartree

Cartesian coordinates (Å):
I  -3.678  -0.101  0.014
N  -0.772  0.722  0.248
N  0.609  -1.018  -0.082
N  1.538  1.216  -0.203
C  -1.693  -0.279  0.446
C  -0.465  -1.783  0.040
C  0.470  0.352  -0.050
H  -0.598  -2.822  -0.035
H  -0.862  1.723  0.390
H  1.566  -1.185  -0.346
H  1.515  2.154  -0.653
H  2.372  1.022  0.229

Results of the Löwdin charge analysis, in e, for atoms 1 through 5: 0.952, 0.025, 0.070, 0.160, -0.652


(6)
CH9N2OSi | ωB97M-V/def2-TZVPD

Computed properties:
net charge = +1
orbital gap = 11.72 eV
2S+1 = 1
relative energy (zero: lowest compared OMol25 entry of this formula, charge and spin) = 0.00 kJ/mol
E_HOMO = -0.547 hartree

Cartesian coordinates (Å):
Si  1.334  0.798  1.604
O  0.228  1.002  0.313
N  0.692  -0.315  -1.485
N  -1.759  -0.837  -0.174
C  -0.068  0.533  -0.826
H  -2.635  -0.363  -0.365
H  0.466  -0.610  -2.425
H  1.450  -0.786  -1.012
H  2.407  -0.097  1.172
H  1.740  2.178  1.781
H  -1.707  -0.982  0.828
H  -1.788  -1.747  -0.623
H  -0.837  1.059  -1.388
H  0.478  0.165  2.599

Results of the Löwdin charge analysis, in e, for atoms 1 through 5: 0.746, -0.207, 0.196, 0.072, -0.310


(7)
C2H4ClO | ωB97M-V/def2-TZVPD

Computed properties:
net charge = +1
orbital gap (alpha / beta) = 8.76 / 8.74 eV
2S+1 = 1
relative energy (zero: lowest compared OMol25 entry of this formula, charge and spin) = 462.58 kJ/mol
E_HOMO (alpha / beta) = -0.560 / -0.558 hartree

Cartesian coordinates (Å):
Cl  -2.316  0.291  1.832
O  1.083  -0.265  -0.397
C  0.198  0.397  -0.950
C  1.822  -1.017  0.075
H  2.365  -1.234  0.970
H  -0.984  0.232  -0.784
H  0.454  1.377  -1.313
H  -2.622  0.218  0.568

Results of the Löwdin charge analysis, in e, for atoms 1 through 5: 0.301, 0.050, 0.141, 0.319, 0.146


(8)
C29H46P2Ru | ωB97M-V/def2-TZVPD

Computed properties:
net charge = +2
orbital gap (alpha / beta) = 4.43 / 4.26 eV
2S+1 = 5
relative energy (zero: lowest compared OMol25 entry of this formula, charge and spin) = 297.85 kJ/mol
E_HOMO (alpha / beta) = -0.433 / -0.430 hartree
⟨S²⟩ = 6.17

Cartesian coordinates (Å):
Ru  2.236  0.181  -0.621
P  -0.336  1.761  -5.758
P  1.865  -0.063  -4.535
C  1.274  -1.625  -5.274
C  1.321  1.109  -5.857
C  0.247  0.736  2.066
C  0.478  -2.225  -0.337
C  2.769  1.866  0.436
C  -0.891  -2.002  -0.241
C  -0.650  -0.393  -3.264
C  1.106  -3.544  -0.628
C  -1.569  0.847  -6.727
C  -1.969  -0.048  -3.651
C  -0.442  2.632  -3.279
C  -2.477  -0.298  0.889
C  -2.305  1.941  -1.876
C  0.627  0.275  -3.195
C  4.064  2.783  2.300
C  2.646  3.141  -0.135
C  -1.147  -0.842  0.558
C  0.050  -0.282  1.002
C  3.642  -0.135  -4.823
C  1.120  -1.157  0.471
C  -1.563  2.935  -2.348
C  -0.487  3.464  -6.317
C  4.015  4.041  1.671
C  -1.936  -2.941  -0.699
C  0.622  1.720  -2.638
C  3.324  4.239  0.447
C  -2.740  0.633  -2.483
C  2.369  -1.464  1.200
C  3.451  1.684  1.663
H  -1.380  1.132  -7.784
H  -2.295  -3.599  0.113
H  2.069  1.916  -5.939
H  1.625  2.117  -2.831
H  1.317  0.558  -6.818
H  1.067  -1.460  -6.350
H  2.075  -2.379  -5.182
H  -2.441  0.797  0.788
H  2.007  3.211  -1.022
H  -1.498  -0.246  -6.591
H  4.521  4.870  2.149
H  2.231  -1.150  2.245
H  0.098  3.522  -3.654
H  -1.417  3.906  -5.916
H  -3.798  0.679  -2.752
H  0.383  4.065  -6.011
H  -3.232  -0.706  0.212
H  -0.547  3.393  -7.416
H  -0.667  -1.210  -2.547
H  -2.805  -0.542  1.913
H  -0.723  0.910  2.558
H  0.353  -1.991  -4.794
H  -2.583  1.196  -6.457
H  3.997  -1.178  -4.755
H  0.871  -4.221  0.217
H  4.199  0.504  -4.119
H  -2.757  -0.077  -1.664
H  -2.884  2.112  -0.929
H  2.201  -3.497  -0.716
H  -1.664  3.956  -1.948
H  3.228  -0.925  0.721
H  0.603  1.683  1.622
H  0.976  0.396  2.839
H  0.553  1.650  -1.524
H  3.298  5.247  -0.010
H  0.694  -3.985  -1.551
H  -0.844  2.035  -4.177
H  4.540  2.616  3.287
H  3.468  0.685  2.092
H  2.568  -2.538  1.045
H  1.241  -0.215  -2.320
H  -2.451  -1.024  -3.883
H  3.838  0.234  -5.858
H  -1.548  -3.581  -1.501
H  -2.137  0.587  -4.534
H  -2.798  -2.377  -1.074

Results of the Löwdin charge analysis, in e, for atoms 1 through 5: 1.147, 0.814, 0.964, -0.158, -0.428


no.,strongest force on any atom (eV/Å)
1,0.629
2,4.781
3,2.388
4,12.849
5,7.554
6,1.083
7,5.282
8,4.507